Record 1
Density functional theory data (the ωB97M-V functional and the def2-TZVPD basis) for a molecular structure, C5H11NP in a non-equilibrium geometry.

Calculated values
Net charge = +1
HOMO-LUMO gap (spin up / spin down) = 4.66 / 4.65 eV
E_tot = -592.73423 hartree
Relative energy (zero: lowest compared OMol25 entry of this formula, charge and spin) = 504.41 kJ/mol
HOMO energy (spin up / spin down) = -0.419 / -0.419 Eh
F_max = 4.4 eV/A
Spin multiplicity = 1
LUMO energy (spin up / spin down) = -6.74 / -6.74 eV

Element x y z (Å)
P: 2.66844 -1.61030 0.25015
N: 2.29339 -0.20046 2.41562
C: -2.28404 0.53252 -0.97098
C: -1.35153 -0.36592 -0.58385
C: -3.36950 0.86441 -0.26839
C: -0.42020 -1.03683 0.03979
C: 2.64603 -0.14034 1.07403
H: -4.02712 1.78703 -0.46388
H: -2.07108 1.07806 -1.83505
H: -0.40192 -2.15265 -0.12576
H: 2.53366 0.70621 2.89194
H: -0.96917 1.08266 -3.15758
H: 0.42113 -0.59949 0.54551
H: -3.73959 0.35620 0.53269
H: 2.37805 -1.02204 2.95115
H: 2.84002 0.79486 0.66118
H: 3.05634 -1.14058 -0.99199
H: -0.20291 1.06666 -2.96457

***

Record 2
Density functional theory data (the ωB97M-V functional and the def2-TZVPD basis) for a molecular structure, C10H29LiO5 in a non-equilibrium geometry.

Calculated values
HOMO-LUMO gap = 9.43 eV
E_tot = -782.13414 hartree
HOMO energy = -0.324 Eh
F_max = 2.3 eV/A
Spin multiplicity = 1
LUMO energy = 0.61 eV

Element x y z (Å)
O: -1.23715 -0.18217 -1.29014
O: -0.04800 2.17827 -0.45907
O: 1.35145 -0.19060 1.81557
O: 1.13136 -1.30171 -0.60165
O: -2.17721 0.66136 0.91297
C: 3.40571 -1.64141 -1.31375
C: 1.96834 -1.68294 -1.73732
C: -2.88341 2.44698 2.34167
C: 1.17944 -1.33521 2.66018
C: -0.05269 -2.13074 2.19993
C: -1.84403 -2.35050 -1.73865
C: -2.82318 1.96082 0.91228
C: 1.22320 2.36497 -1.14812
C: 2.35821 2.97767 -0.28704
C: -2.09661 -0.94934 -2.06532
Li: -0.30367 0.71577 0.84508
H: 0.03591 -2.24242 1.12508
H: -0.81554 -2.58429 -1.93689
H: -0.55108 1.53056 -1.06947
H: -2.03727 -2.68823 -0.70610
H: -3.90585 1.81281 0.62928
H: 4.05706 -1.96321 -2.16831
H: -0.09563 -3.06247 2.80056
H: 1.10249 3.14434 -1.98696
H: -2.12884 0.27896 -0.05955
H: 3.46320 -2.30947 -0.46346
H: 2.01685 -2.01469 2.78716
H: -1.88888 -0.75335 -3.10783
H: 3.31214 3.12824 -0.78778
H: -3.52350 1.77025 2.85482
H: 0.13978 -1.04436 -0.85554
H: 3.65471 -0.59586 -1.04533
H: 0.98575 -0.90180 3.64243
H: 2.03609 3.88297 0.16679
H: -2.48754 -2.97096 -2.34959
H: 1.75318 -0.87492 -2.50554
H: -3.12794 -0.81021 -1.93078
H: -1.92854 2.58901 2.88425
H: -2.42178 2.73526 0.21648
H: 1.62349 -0.56853 0.91649
H: -3.39642 3.40618 2.36448
H: -0.94343 -1.51864 2.40067
H: 2.68492 2.43462 0.63802
H: 1.52300 1.38380 -1.48377
H: 1.71193 -2.73482 -2.01623

***

Record 3
Density functional theory data (the ωB97M-V functional and the def2-TZVPD basis) for 11 unconnected molecules or ions with the total composition C45H58BrCl2N10O4PS2 in a non-equilibrium geometry.

Calculated values
HOMO-LUMO gap = 6.22 eV
Structure (SMILES) = C[C@@H](Cl)[C@H](Cl)[C@@]1([PH2]=S)OS(=O)(=O)O[C@H]1Br.c1cc[nH]c1.c1cc[nH]c1.c1cc[nH]c1.c1cc[nH]c1.c1cc[nH]c1.c1cc[nH]c1.c1cc[nH]c1.c1cc[nH]c1.c1cc[nH]c1.c1cc[nH]c1
E_tot = -7229.88733 hartree
Relative energy (zero: lowest compared OMol25 entry of this formula, charge and spin) = 494.13 kJ/mol
HOMO energy = -0.293 Eh
F_max = 7.0 eV/A
Spin multiplicity = 1
LUMO energy = -1.76 eV

Element x y z (Å)
Br: -4.06328 5.01858 -1.09128
Cl: -4.18408 7.03005 3.84902
Cl: -2.15479 5.73058 1.88729
S: -2.43454 0.41380 1.42532
S: -5.50670 1.78842 0.07482
P: -2.95469 1.91787 2.55496
O: -5.57604 0.23260 0.32414
O: -4.07276 2.30121 -0.76203
O: -6.86557 2.19579 -0.60193
O: -5.20216 2.77897 1.45045
N: 5.14365 -8.04017 -2.41848
N: 5.36999 -3.53897 -0.42269
N: -2.54825 4.73915 -5.45836
N: -2.16195 -3.83917 1.59231
N: 0.91048 4.42359 5.10830
N: 2.61565 0.38777 -1.09408
N: 0.45061 7.70233 0.48411
N: -1.79910 1.03729 -2.51112
N: -5.65082 -2.35328 1.46876
N: 2.95150 -7.03349 0.15470
C: 6.04791 -4.70390 -0.17392
C: -0.49387 -3.93644 0.12634
C: 1.69510 8.12934 0.86808
C: -0.90877 6.08557 -6.12191
C: 5.82157 -9.20511 -2.16971
C: 3.85774 -0.01486 -0.67739
C: -1.48403 -5.00411 1.84109
C: 5.96981 -2.87870 -1.46335
C: -1.12118 -0.12765 -2.26235
C: -0.08176 -0.21552 -3.16129
C: 2.08103 -9.00326 0.70585
C: 2.31109 -8.26468 1.89110
C: -1.19928 1.69756 -3.55178
C: -0.66947 4.21816 6.65847
C: 1.69047 7.80474 -1.35798
C: 5.74347 -7.37991 -3.45914
C: -6.52129 -4.32305 2.01992
C: -6.03058 4.90867 3.71740
C: 6.81173 -8.13744 -3.88446
C: 4.00684 2.07266 -1.50244
C: -4.83539 5.60854 2.78617
C: -3.54949 4.62543 2.52612
C: 2.84622 -7.05111 1.52119
C: -1.19088 4.83323 -5.62393
C: 0.43688 7.50685 -0.87247
C: -1.56213 -3.17891 0.55166
C: -2.13956 6.76933 -6.26634
C: -3.39480 3.42949 -0.05077
C: 7.08733 -4.79177 -1.07286
C: -6.29123 -3.58447 3.20517
C: 2.48215 -8.21756 -0.35149
C: 2.69591 1.66154 -1.59386
C: 6.86099 -9.29298 -3.06865
C: -0.44462 -5.09198 0.94215
C: -0.13102 0.94002 -3.97710
C: -0.39257 4.72464 5.40827
C: -6.12017 -3.53735 0.96257
C: -5.75610 -2.37090 2.83526
C: 2.48709 8.19833 -0.25629
C: -3.13553 5.91309 -5.85270
C: 0.50988 3.59485 7.13160
C: 7.03807 -3.63624 -1.88867
C: 4.74242 1.01146 -0.92277
C: 1.47037 3.73923 6.15562
C: -3.84211 3.33612 1.55698
H: -4.20884 6.03891 -5.80386
H: -6.57238 5.66975 4.42190
H: 1.38497 4.66886 4.24904
H: -0.54354 4.00367 -5.37265
H: -0.46096 7.17213 -1.37467
H: -3.03960 3.92975 -5.10188
H: -1.80758 2.51788 3.21599
H: 1.77172 -0.16768 -1.04033
H: 1.91046 8.34543 1.90593
H: 2.47527 -8.39983 -1.41777
H: 5.73255 -5.36960 0.61830
H: -5.28494 -1.58616 0.91986
H: 4.32889 -7.71769 -1.91272
H: 5.50620 -9.87080 -1.37749
H: 0.17801 -3.68376 -0.68373
H: 5.58538 -1.92951 -1.81207
H: -1.43655 -0.79334 -1.47013
H: -6.49466 -3.90325 4.21930
H: 2.50118 3.41327 6.11630
H: -2.97672 -3.51669 2.09807
H: -3.93849 1.45123 3.53050
H: 7.48361 -7.88476 -4.69453
H: -3.17349 4.23093 3.58063
H: 1.81591 2.16452 -1.97198
H: 0.64427 3.09510 8.08222
H: 7.70995 -3.38355 -2.69874
H: -1.79940 -5.66981 2.63331
H: 4.55523 -3.21648 0.08307
H: 0.07715 6.46555 -6.35657
H: -5.57363 3.99623 4.33650
H: -6.93602 -5.31994 1.94554
H: -2.61386 1.35977 -2.00536
H: 2.10766 -8.58346 2.90524
H: -6.76198 4.39714 2.92488
H: -0.33498 7.55538 1.10451
H: 1.99794 7.74564 -2.39405
H: 3.16148 -6.20138 2.11190
H: 4.39184 3.03358 -1.81851
H: -5.27413 6.11967 1.82826
H: -5.44084 -1.52117 3.42597
H: 0.54086 1.19270 -4.78717
H: 0.27243 -5.90037 0.88138
H: -1.58371 2.64675 -3.90050
H: -2.25118 3.18147 -0.04598
H: -6.12705 -3.71961 -0.10370
H: -1.94656 -2.22971 0.20293
H: 5.80277 0.99780 -0.70643
H: -2.28399 7.77708 -6.63365
H: 1.66629 -10.00015 0.63147
H: 5.35904 -6.43071 -3.80786
H: 0.63528 -1.02390 -3.22205
H: -1.61802 4.29091 7.17451
H: -1.01002 5.27063 4.70766
H: 7.80437 -5.60016 -1.13362
H: 7.57803 -10.10137 -3.12941
H: 3.52598 8.50074 -0.28058
H: 3.31738 -6.26638 -0.39420
H: 4.00566 -0.99517 -0.24457

***

Record 4
Density functional theory data (the ωB97M-V functional and the def2-TZVPD basis) for 2 unconnected molecules or ions with the total composition C4H12NOPS in a non-equilibrium geometry.

Calculated values
HOMO-LUMO gap = 8.21 eV
Structure (SMILES) = CCP(N)S.CC=O
E_tot = -1029.08722 hartree
Relative energy (zero: lowest compared OMol25 entry of this formula, charge and spin) = 202.51 kJ/mol
HOMO energy = -0.269 Eh
F_max = 4.9 eV/A
Spin multiplicity = 1
LUMO energy = 0.90 eV

Element x y z (Å)
S: -0.69495 0.94541 1.52036
P: -1.16127 0.40332 -0.44455
O: 1.30541 1.30200 -1.25732
N: -2.68938 1.13922 -0.72228
C: 2.08908 0.64663 -0.61818
C: 2.80569 1.15459 0.62593
C: -1.49390 -1.44457 -0.39760
C: -0.48047 -2.08322 0.54106
H: 3.41279 0.39911 1.08929
H: -2.57463 -1.58454 -0.25309
H: 3.26040 2.06603 0.30472
H: 1.96210 1.31504 1.29626
H: 2.29304 -0.37231 -1.01094
H: -0.15698 2.03212 1.13385
H: -0.90800 -3.12163 0.64929
H: -3.20885 0.53277 -1.45358
H: -1.29998 -1.56313 -1.51707
H: 0.49127 -2.24963 0.02901
H: -2.55876 2.03758 -1.03705
H: -0.39261 -1.55478 1.52191